Computed, not measured: the molecule C6H16N2 in a non-equilibrium geometry, with ωB97M-V with the def2-TZVPD basis set.

Each line ends with the Löwdin charge.
CARTESIAN COORDINATES (ANGSTROEM)
C -2.0296 -1.8811 1.9018  -0.136
N -1.7223 -0.5842 1.2994  -0.129
C -0.2901 -0.3749 1.0396  -0.187
C -0.0944 0.5754 -0.2074  -0.342
N 0.0191 1.9608 0.2627  0.032
C 1.2626 0.2302 -0.8693  -0.407
C 1.6820 1.3186 -1.8699  -0.100
C 1.2971 -1.1458 -1.5332  -0.077
H -2.2904 -1.7248 2.9541  0.068
H -1.2969 -2.6516 1.6864  0.069
H -3.0023 -2.2334 1.5245  0.073
H -2.3555 -0.2217 0.6042  0.092
H 0.2696 -1.2944 0.8898  0.084
H 0.1179 0.1393 1.9066  0.106
H -0.8462 0.4742 -0.9877  0.141
H -0.8771 2.2932 0.6078  0.075
H 0.6290 2.0049 1.0628  0.070
H 2.0941 0.2842 -0.1491  0.138
H 2.4388 0.9039 -2.5435  0.069
H 2.1507 2.2106 -1.4372  0.068
H 0.9005 1.8045 -2.4434  0.071
H 1.2168 -1.9143 -0.7703  0.060
H 2.1800 -1.3622 -2.1317  0.073
H 0.4653 -1.2181 -2.2444  0.087

Calculated values
- ΔE to the lowest compared entry with this formula, charge and spin: 1.2340 eV
- SMILES: CNC[C@@H](N)C(C)C
- LUMO: 1.1 eV
- Charge: 0
- Frontier orbital gap: 9.53 eV
- DFT total energy: -9460.84040 eV